Formula: C70H50AsN2OP2S4Ti
Source: the OMol25 dataset
Level of theory: ωB97M-V/def2-TZVPD

Structure (XYZ):
```
131
Properties=species:S:1:pos:R:3:forces:R:3:lowdin_charge:R:1
As 0.250 0.093 3.568 0.89 0.26 0.98 1.22
Ti -0.678 -0.051 1.041 -0.37 0.09 1.02 0.04
S -2.398 1.105 2.595 -0.35 -0.21 -0.04 0.60
S 1.536 -1.696 1.675 0.17 -0.36 -0.17 0.64
S 0.737 -0.015 -1.795 -0.29 -0.02 -0.24 1.01
S -2.344 -1.651 1.588 -0.33 -0.17 0.27 0.62
P 1.139 -2.735 -0.757 0.25 -0.43 -0.24 0.94
P -1.931 1.958 -0.253 -0.71 0.11 0.76 1.03
O -0.537 -0.092 -0.956 0.74 -0.28 -1.30 -0.71
N -4.400 -3.390 4.254 0.05 0.03 -0.04 0.12
N -4.248 0.562 5.886 -0.03 0.02 -0.08 0.13
C -1.939 4.848 -3.132 0.12 0.20 -0.22 0.00
C -4.018 -2.313 4.084 -0.08 -0.22 -0.01 -0.28
C -1.196 5.273 1.958 0.04 0.04 0.00 -0.08
C 0.618 -2.723 -4.858 0.01 0.21 0.18 -0.09
C 1.922 -2.098 3.337 -0.16 0.42 -0.11 -0.62
C 0.670 -4.977 0.978 0.02 0.06 -0.02 -0.10
C -3.952 -0.094 4.982 0.02 0.15 0.16 -0.28
C -0.157 2.708 -2.468 -0.13 0.21 -0.10 -0.12
C -1.047 1.343 7.364 0.00 0.01 0.05 -0.09
C 1.396 3.875 -4.049 0.16 -0.25 0.01 -0.15
C 0.831 -4.060 -5.228 0.02 -0.07 0.06 -0.16
C 2.481 2.302 0.757 -0.10 0.04 -0.01 -0.08
C 0.206 -4.111 -0.002 -0.03 0.17 -0.15 -0.40
C 1.469 1.640 1.435 0.09 -0.41 0.07 -0.18
C -2.879 -0.546 2.805 -0.38 0.16 -0.35 -1.10
C 2.634 -2.505 6.002 0.02 0.02 0.07 -0.11
C 0.379 -0.850 -3.359 0.34 0.06 -0.34 -0.25
C 0.834 1.680 -2.405 0.51 -0.04 0.01 -0.34
C -1.122 4.173 1.119 -0.06 -0.05 -0.05 -0.10
C -0.042 5.701 -4.730 -0.06 0.04 0.03 -0.10
C -2.273 3.485 0.731 0.16 -0.02 -0.05 -0.41
C -2.247 3.889 -2.160 0.32 -0.41 -0.02 -0.06
C 0.915 -3.240 -2.534 0.07 -0.17 0.06 -0.27
C 5.726 -3.411 -0.947 0.04 -0.01 0.03 -0.10
C 5.159 -2.145 -0.984 0.01 0.00 -0.05 -0.09
C -1.402 2.845 -1.793 -0.34 0.27 -0.06 -0.26
C 0.660 -2.252 -3.525 -0.11 -0.26 -0.05 -0.12
C 2.741 -3.170 3.686 0.04 -0.01 0.09 -0.12
C 1.450 -1.231 4.339 -0.06 -0.36 -0.19 -0.38
C 0.418 -2.754 -7.229 -0.03 -0.06 -0.06 -0.10
C -1.983 -5.116 0.158 0.01 0.01 -0.02 -0.09
C -3.777 1.073 -2.160 0.00 -0.07 0.13 -0.10
C 2.378 2.948 -3.826 -0.02 0.35 -0.28 -0.01
C 0.053 -0.093 -4.467 -0.17 0.04 0.45 -0.05
C -0.701 4.804 -3.712 -0.12 -0.01 0.06 -0.16
C -0.185 -5.919 1.532 0.04 -0.06 0.03 -0.08
C -3.581 5.041 2.025 -0.03 0.03 0.02 -0.08
C -3.505 3.943 1.180 0.01 -0.04 -0.06 -0.11
C 1.041 -4.994 -4.252 -0.02 0.01 -0.22 -0.01
C -0.731 0.596 6.241 0.10 -0.02 -0.17 -0.13
C -5.795 0.500 -0.360 0.03 0.02 -0.02 -0.07
C 3.785 -2.000 -0.881 -0.05 -0.07 0.01 -0.12
C 0.749 -4.186 -6.731 0.02 -0.08 0.05 -0.11
C -4.600 1.041 0.094 -0.06 -0.03 -0.06 -0.12
C -1.507 -5.994 1.121 -0.04 -0.04 0.02 -0.09
C -0.218 3.318 6.275 0.01 0.06 -0.03 -0.09
C 1.804 -1.444 5.664 0.01 0.20 -0.06 -0.11
C 3.534 -4.373 -0.680 -0.05 -0.03 0.00 -0.10
C 0.339 -1.918 -5.977 -0.08 0.08 0.17 -0.15
C 1.350 5.064 -4.975 0.01 0.09 0.00 -0.10
C 2.950 -3.111 -0.740 -0.12 0.08 -0.01 -0.37
C -0.774 2.703 7.387 -0.06 0.00 0.03 -0.10
C 0.171 3.758 -3.367 -0.03 -0.25 0.08 -0.08
C 1.645 1.205 2.747 0.21 0.26 0.04 -0.39
C -1.131 -4.178 -0.398 0.05 -0.07 0.03 -0.14
C -3.596 -0.967 3.922 0.12 -0.05 0.15 -0.40
C -0.121 1.196 5.141 -0.25 -0.09 -0.11 -0.36
C -3.571 1.339 -0.803 0.01 0.19 -0.32 -0.32
C 3.089 -3.368 5.013 0.01 -0.05 0.01 -0.11
C 3.692 2.533 1.396 0.05 0.07 -0.01 -0.09
C 1.065 -4.561 -2.917 -0.06 0.27 -0.04 -0.06
C 4.910 -4.520 -0.785 0.07 -0.02 0.01 -0.09
C -5.980 0.234 -1.708 -0.10 -0.06 -0.04 -0.10
C -2.430 5.703 2.425 -0.02 0.03 0.00 -0.09
C -4.970 0.527 -2.610 0.05 -0.04 -0.01 -0.09
C 2.062 1.850 -3.017 -0.27 -0.23 0.45 -0.10
C 3.874 2.122 2.708 0.06 0.01 0.01 -0.08
C 2.854 1.463 3.380 -0.20 -0.01 -0.02 -0.09
C 0.021 -0.605 -5.775 -0.06 -0.19 -0.38 -0.01
C 0.101 2.569 5.152 0.06 -0.11 -0.04 -0.11
H 5.790 -1.270 -1.084 -0.02 0.01 0.00 0.10
H 2.156 5.770 -4.772 0.03 -0.04 0.00 0.12
H 2.793 1.055 -2.895 0.04 0.02 -0.06 0.11
H -0.244 0.046 -6.599 0.00 0.05 0.03 0.11
H -6.581 0.282 0.352 0.02 -0.04 0.01 0.11
H 3.122 -3.830 2.916 -0.02 0.02 -0.04 0.09
H -5.105 0.329 -3.666 0.02 -0.03 0.01 0.10
H 1.183 -6.042 -4.487 -0.01 0.00 0.00 0.11
H 1.189 -2.381 -7.906 -0.04 0.04 -0.01 0.12
H 3.349 3.022 -4.299 0.01 -0.04 0.01 0.12
H 0.517 3.048 4.273 0.03 0.05 0.06 0.09
H 3.724 -4.204 5.282 0.02 0.01 -0.02 0.09
H -4.467 1.213 1.150 0.06 -0.02 0.04 0.05
H -0.528 -2.735 -7.773 0.02 0.05 -0.02 0.12
H -1.506 -3.466 -1.126 -0.04 -0.05 0.00 0.11
H -3.202 3.959 -1.657 -0.01 0.06 0.03 0.11
H 0.182 -6.592 2.297 -0.01 0.03 0.02 0.10
H 4.492 3.036 0.866 0.00 0.01 0.02 0.10
H 2.934 -2.651 7.032 -0.05 -0.03 0.01 0.09
H -1.023 3.291 8.263 -0.01 0.00 0.00 0.09
H 6.799 -3.532 -1.032 0.00 0.00 0.01 0.09
H -1.523 0.870 8.213 -0.02 -0.01 -0.02 0.10
H 2.329 2.633 -0.264 0.01 -0.02 -0.01 0.09
H 0.495 1.482 0.936 0.34 0.88 0.08 0.01
H 1.690 -4.896 1.329 -0.01 0.01 0.04 0.08
H 4.817 2.305 3.209 0.01 0.01 -0.01 0.10
H 1.697 -4.546 -7.136 -0.03 0.01 -0.04 0.11
H 2.992 1.130 4.403 0.07 -0.02 -0.01 0.11
H -6.903 -0.217 -2.052 -0.02 0.06 0.00 0.10
H -0.044 4.387 6.277 0.01 0.00 0.00 0.09
H -3.022 -5.148 -0.143 -0.01 0.03 0.03 0.10
H -2.175 -6.718 1.569 0.00 0.01 0.01 0.10
H 1.201 -5.304 -2.142 0.03 -0.01 0.04 0.10
H -0.018 -4.905 -7.022 0.01 0.02 -0.03 0.11
H -0.967 -0.462 6.202 -0.04 0.01 0.09 0.11
H -2.659 5.617 -3.385 0.00 0.01 0.03 0.12
H 0.047 6.723 -4.357 -0.03 -0.01 0.00 0.12
H 2.923 -5.256 -0.543 -0.04 0.01 -0.06 0.09
H 1.455 -0.764 6.432 0.00 -0.03 0.03 0.09
H 3.341 -1.013 -0.885 0.02 0.04 0.05 0.07
H -4.548 5.366 2.390 0.00 0.01 -0.01 0.10
H 1.461 4.736 -6.011 0.04 0.02 0.01 0.12
H -0.198 0.950 -4.332 0.08 -0.02 -0.08 0.11
H -2.494 6.548 3.098 0.00 0.00 0.00 0.10
H -2.991 1.284 -2.873 -0.03 0.00 -0.04 0.09
H -0.157 3.836 0.755 0.04 0.01 0.09 0.09
H -4.415 3.436 0.889 0.00 -0.03 0.01 0.10
H 5.352 -5.509 -0.742 -0.03 -0.01 0.02 0.10
H -0.638 5.744 -5.644 0.04 0.03 -0.01 0.12
H -0.291 5.788 2.254 0.00 -0.02 0.01 0.10
```
Forces are in eV/Å.

Summary:
**Electronic energy**: -8242.9867 Ha
**Largest force on an atom**: 0.02965 hartree/bohr
**LUMO**: 1.3 eV
**Gap between HOMO and LUMO**: 4.147 eV
**Charge**: -1